1.
ORCA calculation (the ωB97M-V functional and the def2-TZVPD basis) on a structure of composition C39H28Cl5FMoN9O7S.

Computed properties:
* orbital gap (spin up / spin down): 3.9 / 4.0 eV
* multiplicity: 3
* total energy: -5389.50812 Eh
* net charge: +1
* ΔE to the lowest compared entry with this formula, charge and spin: 14.7 kcal per mole
* expectation value of S²: 2.019
* F_max: 0.982 eV/A

Last column: Löwdin charge in e.
Geometry (Å):
Mo -0.632 0.011 -0.289  1.72
C -2.583 -2.196 1.006  -0.17
N -1.253 -1.635 1.367  -0.23
C -0.270 -2.753 1.184  -0.09
C 1.121 -2.234 1.121  -0.27
C 2.200 -2.868 1.708  0.02
C 3.456 -2.297 1.584  0.00
C 3.587 -1.109 0.882  0.00
C 2.461 -0.547 0.318  -0.10
N 1.247 -1.106 0.423  0.00
C -1.357 -1.308 2.825  -0.12
C -0.113 -0.782 3.488  -0.28
C 0.243 -1.180 4.767  0.00
C 1.364 -0.602 5.346  -0.03
C 2.086 0.336 4.627  -0.02
C 1.650 0.666 3.352  -0.10
N 0.571 0.120 2.796  0.09
C -2.732 -2.345 -0.479  -0.26
C -3.701 -3.171 -1.019  0.01
C -3.798 -3.280 -2.396  -0.01
C -2.909 -2.566 -3.186  0.00
C -1.969 -1.763 -2.577  -0.09
N -1.877 -1.650 -1.240  0.00
H -2.702 -3.170 1.491  0.15
H -3.368 -1.552 1.402  0.10
H -0.392 -3.475 1.995  0.15
H -0.494 -3.254 0.240  0.14
H 2.053 -3.785 2.261  0.13
H 4.318 -2.766 2.039  0.13
H 4.542 -0.612 0.784  0.13
H 2.520 0.388 -0.219  0.11
H -2.161 -0.577 2.937  0.11
H -1.682 -2.219 3.338  0.13
H -0.341 -1.918 5.302  0.12
H 1.670 -0.884 6.344  0.12
H 2.967 0.807 5.041  0.12
H 2.189 1.395 2.756  0.12
H -4.363 -3.722 -0.364  0.13
H -4.549 -3.917 -2.843  0.13
H -2.937 -2.622 -4.265  0.13
H -1.272 -1.194 -3.172  0.07
Cl -0.798 1.191 -4.100  0.82
C -1.906 1.736 -2.897  -0.64
C -1.897 1.210 -1.604  -0.30
C -2.928 1.646 -0.803  -0.63
Cl -2.899 0.878 0.780  0.83
C -3.914 2.557 -1.120  -0.71
Cl -5.117 2.984 0.018  0.74
C -3.864 3.100 -2.401  -0.69
Cl -5.030 4.252 -2.875  0.75
C -2.868 2.678 -3.288  -0.69
Cl -2.842 3.324 -4.871  0.74
F 5.313 -3.841 -4.291  0.11
C 4.201 -3.184 -4.606  -0.18
C 3.864 -2.058 -3.981  0.06
N 2.721 -1.350 -4.320  0.00
C 2.233 -0.290 -3.477  -0.05
C 1.205 -0.800 -2.485  -0.59
O 0.900 -1.961 -2.368  0.10
O 0.715 0.173 -1.722  -0.32
C 1.830 -1.828 -5.263  -0.47
O 0.763 -1.284 -5.475  0.07
N 2.243 -2.955 -5.928  0.23
C 3.373 -3.746 -5.674  -0.38
O 3.588 -4.757 -6.285  0.14
H 4.488 -1.635 -3.206  0.15
H 1.761 0.475 -4.091  0.10
H 3.064 0.175 -2.944  0.15
H 1.618 -3.294 -6.646  0.17
O 6.679 3.630 2.643  -0.36
S 6.476 4.660 1.632  0.39
O 6.196 4.147 0.305  -0.37
O 7.360 5.794 1.696  -0.33
C 4.865 5.277 2.194  -0.33
N 4.789 6.118 3.233  0.15
C 3.581 6.378 3.706  -0.10
C 2.422 5.785 3.208  0.01
C 2.614 4.955 2.123  -0.24
N 3.812 4.730 1.600  0.15
C 1.598 4.085 1.486  -0.11
C 1.895 3.566 0.228  0.04
C 1.142 2.538 -0.273  -0.11
N 0.151 1.945 0.432  -0.08
C -0.214 2.534 1.588  -0.16
C 0.452 3.617 2.119  0.01
H 3.530 7.073 4.537  0.12
H 1.453 5.987 3.645  0.11
H 2.767 3.926 -0.301  0.13
H 1.362 2.108 -1.234  0.10
H -1.015 2.079 2.145  0.07
H 0.143 3.992 3.086  0.13


2.
ORCA calculation (the ωB97M-V functional and the def2-TZVPD basis) on a structure of composition C39H28Cl5N3O2PPt in a non-equilibrium geometry.

Computed properties:
* orbital gap: 7.1 eV
* total energy: -4579.12906 Eh
* net charge: +1
* ΔE to the lowest compared entry with this formula, charge and spin: 30.9 kcal per mole
* F_max: 1.429 eV/A

Last column: Löwdin charge in e.
Geometry (Å):
Pt 1.110 1.413 1.485  1.12
O 0.254 5.209 0.091  0.17
C 0.720 4.159 0.414  -0.34
N -0.075 3.027 0.822  -0.07
C -1.662 1.311 0.030  -0.31
O -2.503 0.900 -0.988  0.04
C -1.726 0.546 1.322  -0.22
C -2.937 0.071 1.784  0.02
C -2.965 -0.746 2.900  -0.01
C -1.763 -1.083 3.495  -0.01
C -0.592 -0.540 3.007  -0.10
N -0.561 0.295 1.956  -0.02
C 2.189 3.895 0.484  -0.16
C 3.068 4.879 0.084  0.04
C 4.430 4.633 0.176  -0.01
C 4.850 3.413 0.667  0.00
C 3.908 2.472 1.054  -0.08
N 2.597 2.706 0.966  -0.04
H -3.834 0.307 1.229  0.14
H -3.901 -1.137 3.275  0.13
H -1.718 -1.753 4.342  0.12
H 0.358 -0.773 3.461  0.08
H 2.669 5.813 -0.285  0.13
H 5.146 5.384 -0.130  0.13
H 5.899 3.172 0.759  0.13
H 4.200 1.511 1.446  0.11
C -2.715 -1.058 -3.661  -0.03
C -1.337 -1.632 -3.823  -0.25
C -0.976 -2.121 -5.076  -0.04
C 0.276 -2.664 -5.323  -0.07
C 1.212 -2.721 -4.307  -0.08
C 0.877 -2.230 -3.055  -0.12
C -0.385 -1.688 -2.788  -0.32
P -0.510 -1.145 -1.037  1.16
C -1.820 -2.163 -0.267  -0.29
C -3.197 -2.027 -0.470  -0.10
C -4.104 -2.877 0.138  -0.07
C -3.641 -3.887 0.968  -0.07
C -2.282 -4.031 1.183  -0.05
C -1.350 -3.185 0.580  -0.27
C 0.116 -3.421 0.854  -0.06
C -1.126 0.600 -1.148  -0.45
C -0.439 1.316 -2.259  -0.04
C -0.643 2.553 -2.712  -0.04
C -1.554 3.562 -2.178  -0.04
C -1.913 3.696 -0.903  -0.01
C -1.438 2.812 0.192  -0.25
C -1.334 3.389 1.540  0.02
H -3.151 -0.844 -4.636  0.09
H -2.713 -0.135 -3.079  0.07
H -3.369 -1.772 -3.162  0.08
H -1.702 -2.074 -5.879  0.11
H 0.514 -3.039 -6.310  0.11
H 2.195 -3.138 -4.482  0.11
H 1.605 -2.274 -2.254  0.06
H -3.557 -1.219 -1.086  0.09
H -5.165 -2.755 -0.039  0.11
H -4.338 -4.566 1.443  0.11
H -1.925 -4.823 1.830  0.11
H 0.236 -4.212 1.594  0.08
H 0.611 -2.518 1.220  0.04
H 0.649 -3.724 -0.049  0.08
H 0.267 0.703 -2.807  0.10
H -0.111 2.830 -3.616  0.11
H -1.916 4.299 -2.885  0.12
H -2.573 4.501 -0.611  0.13
H -1.508 2.797 2.428  0.12
H -1.505 4.454 1.620  0.14
Cl 1.972 1.030 4.645  0.68
C 2.689 -0.103 3.535  -0.72
C 2.397 0.016 2.176  -0.43
C 3.096 -0.839 1.321  -0.72
Cl 2.978 -0.586 -0.389  0.69
C 3.949 -1.836 1.790  -0.71
Cl 4.741 -2.894 0.695  0.71
C 4.160 -1.969 3.162  -0.71
Cl 5.196 -3.197 3.761  0.71
C 3.546 -1.079 4.041  -0.71
Cl 3.849 -1.193 5.727  0.71


3.
ORCA calculation (the ωB97M-V functional and the def2-TZVPD basis) on a structure of composition C39H28I2N2OP2RhTe in a non-equilibrium geometry.

Computed properties:
* orbital gap (spin up / spin down): 5.7 / 4.8 eV
* multiplicity: 5
* total energy: -3344.02297 Eh
* net charge: +1
* expectation value of S²: 6.092
* F_max: 2.535 eV/A

Last column: Löwdin charge in e.
Geometry (Å):
Rh 0.558 -0.491 -1.460  0.61
Te -2.164 2.451 1.250  1.30
C -1.320 2.858 3.162  -0.54
C -1.119 1.891 4.136  -0.12
C -0.640 2.274 5.392  -0.15
N -0.562 3.525 5.801  0.06
C -0.819 4.469 4.908  -0.14
C -1.163 4.204 3.566  -0.12
C -0.864 1.114 0.427  -0.97
P 0.744 1.426 -0.146  0.84
C 1.844 0.059 0.377  -0.47
C 1.673 -0.462 1.684  -0.12
C 2.689 -1.205 2.267  -0.06
C 3.965 -1.296 1.640  -0.06
C 4.212 -0.520 0.489  -0.09
C 3.189 0.143 -0.141  -0.12
C 1.622 2.887 0.388  -0.40
C 2.253 2.956 1.609  -0.08
C 2.941 4.102 1.986  -0.06
C 3.067 5.192 1.108  -0.06
C 2.314 5.162 -0.078  -0.06
C 1.543 4.016 -0.419  -0.08
P -1.314 -0.565 -0.137  0.86
C -2.906 -0.644 -1.042  -0.37
C -3.721 -1.771 -0.935  -0.10
C -4.911 -1.848 -1.667  -0.06
C -5.332 -0.760 -2.451  -0.07
C -4.483 0.334 -2.609  -0.08
C -3.285 0.407 -1.884  -0.11
C -1.698 -1.550 1.351  -0.39
C -2.823 -1.235 2.093  -0.12
C -2.952 -1.690 3.410  -0.07
C -1.951 -2.471 3.972  -0.08
C -0.890 -2.910 3.166  -0.07
C -0.791 -2.502 1.829  -0.10
H -1.263 0.816 3.943  0.09
H -0.308 1.542 6.137  0.11
H -0.816 5.522 5.284  0.12
H -1.159 4.972 2.817  0.08
H 0.733 -0.227 2.152  0.09
H 2.570 -1.772 3.212  0.12
H 4.717 -1.992 2.032  0.11
H 5.271 -0.494 0.106  0.13
H 3.261 0.670 -1.069  0.09
H 2.155 2.084 2.249  0.11
H 3.466 4.064 2.925  0.11
H 3.676 6.068 1.328  0.11
H 2.341 6.025 -0.792  0.12
H 0.872 3.943 -1.277  0.10
H -3.377 -2.627 -0.327  0.12
H -5.551 -2.715 -1.555  0.11
H -6.282 -0.811 -2.973  0.11
H -4.736 1.092 -3.345  0.10
H -2.599 1.266 -1.968  0.10
H -3.586 -0.588 1.640  0.10
H -3.834 -1.461 4.027  0.12
H -1.942 -2.851 5.002  0.11
H -0.219 -3.623 3.609  0.10
H 0.023 -2.879 1.221  0.10
I -2.233 -0.104 -6.236  1.05
C -0.567 -1.154 -5.650  -0.63
C 0.013 -2.093 -6.540  -0.23
C 1.047 -2.938 -6.201  -0.64
I 1.959 -3.893 -7.822  1.01
C 1.489 -3.036 -4.858  -0.19
C 2.400 -3.951 -4.317  -0.01
C 2.831 -3.867 -3.010  -0.02
C 2.356 -2.831 -2.228  -0.09
N 1.411 -1.964 -2.636  -0.02
C 0.983 -2.044 -3.939  -0.10
C -0.093 -1.151 -4.313  -0.39
O -0.557 -0.353 -3.442  -0.08
H -0.392 -2.151 -7.557  0.08
H 2.808 -4.755 -4.923  0.10
H 3.515 -4.593 -2.555  0.13
H 2.711 -2.694 -1.191  0.12


4.
ORCA calculation (the ωB97M-V functional and the def2-TZVPD basis) on a structure of composition C39H28IN8O4ReS2.

Computed properties:
* orbital gap (spin up / spin down): 5.6 / 5.4 eV
* multiplicity: 2
* total energy: -3414.08184 Eh
* net charge: +1
* expectation value of S²: 0.757
* F_max: 0.332 eV/A

Last column: Löwdin charge in e.
Geometry (Å):
Re -0.311 0.717 0.935  1.16
C -0.026 -3.009 3.698  -0.01
C -0.993 -3.105 2.564  -0.24
N -1.529 -4.274 2.290  0.14
C -2.446 -4.381 1.315  -0.08
C -2.935 -3.312 0.608  -0.15
C -4.012 -3.474 -0.431  -0.20
O -3.711 -2.786 -1.641  -0.06
C -2.370 -2.047 0.874  -0.10
C -2.930 -0.849 0.309  -0.02
N -2.272 0.251 0.333  -0.06
C -2.778 1.529 -0.043  -0.35
C -3.490 1.776 -1.379  -0.06
C -3.469 3.948 -1.727  -0.13
C -2.873 4.969 -0.809  -0.01
C -2.281 4.720 0.360  -0.09
C -2.132 3.344 0.915  -0.69
I -1.004 3.236 2.698  1.16
C -1.342 -1.943 1.818  -0.25
O -0.744 -0.800 2.122  -0.27
H -0.014 -3.954 4.232  0.09
H -0.306 -2.201 4.377  0.08
H 0.975 -2.797 3.327  0.06
H -2.820 -5.381 1.125  0.12
H -4.959 -3.050 -0.087  0.13
H -4.187 -4.538 -0.609  0.12
H -2.904 -3.161 -2.012  0.10
H -3.942 -0.859 -0.085  0.15
H -3.829 0.873 -1.879  0.16
H -3.880 4.437 -2.605  0.15
H -2.929 6.004 -1.126  0.12
H -1.892 5.541 0.946  0.10
C -4.636 3.000 0.377  0.06
C -4.500 2.918 -1.086  -0.16
C -2.548 2.746 -2.128  -0.08
C -1.255 2.707 -1.394  -0.23
N -1.498 2.305 -0.035  -0.12
C -3.435 2.444 1.019  -0.18
N -0.126 2.927 -1.912  0.25
C 1.038 2.608 -1.247  -0.25
N 1.163 1.906 -0.145  -0.01
C 2.584 1.581 -0.058  -0.23
N 3.205 0.920 0.815  0.23
C 2.688 0.513 2.030  -0.31
C 3.628 0.068 2.951  0.02
C 3.237 -0.181 4.248  -0.01
C 1.912 0.051 4.588  -0.03
C 1.029 0.434 3.605  -0.18
N 1.383 0.633 2.319  -0.04
C 3.263 2.197 -1.201  -0.10
C 4.590 2.193 -1.584  0.02
C 4.910 2.905 -2.734  -0.05
C 3.936 3.588 -3.463  -0.05
C 2.603 3.583 -3.071  0.01
C 2.299 2.878 -1.921  -0.11
H -5.405 3.542 0.904  0.12
H -5.439 2.891 -1.633  0.15
H -2.409 2.616 -3.197  0.16
H -3.580 2.025 2.012  0.13
H 4.642 -0.068 2.611  0.13
H 3.949 -0.534 4.981  0.12
H 1.550 -0.094 5.596  0.12
H -0.020 0.548 3.833  0.07
H 5.338 1.654 -1.018  0.12
H 5.935 2.927 -3.079  0.11
H 4.229 4.127 -4.354  0.11
H 1.842 4.100 -3.639  0.12
O 2.406 -4.254 1.624  -0.27
S 2.887 -3.197 0.789  0.65
O 4.160 -2.602 1.079  -0.28
N 1.746 -1.988 0.716  -0.06
C 1.296 -1.853 -0.483  -0.69
S 0.143 -0.671 -0.957  0.79
C 1.824 -2.809 -1.499  -0.22
C 1.532 -2.921 -2.847  -0.03
C 2.207 -3.886 -3.583  -0.06
C 3.155 -4.713 -2.986  -0.05
C 3.452 -4.598 -1.632  -0.02
C 2.765 -3.639 -0.920  -0.22
H 0.803 -2.272 -3.314  0.10
H 1.999 -3.997 -4.639  0.11
H 3.668 -5.454 -3.584  0.11
H 4.189 -5.232 -1.160  0.13